{
  "formula": "C4H7N4",
  "method": "ωB97M-V with the def2-TZVPD basis set",
  "species": ["C", "C", "C", "C", "N", "N", "N", "N", "H", "H", "H", "H", "H", "H", "H"],
  "positions_angstrom": [[2.64706, -2.05433, 1.91746], [-1.69630, 0.23614, -0.95298], [-0.82150, -1.39105, 0.32192], [0.12934, 1.95846, -0.81873], [2.40879, -1.01759, 1.47976], [0.09173, -0.38864, 0.27563], [-0.47487, 0.68432, -0.55006], [-1.93346, -0.91137, -0.30360], [-2.37429, 0.95053, -1.42334], [2.62586, -3.06398, 2.19244], [-0.15481, 2.78087, -0.11180], [1.23203, 1.86477, -0.54000], [-0.02652, 2.24806, -1.87231], [1.03008, -0.35359, 0.76441], [-2.68315, -1.54260, -0.37881]],
  "e_homo_ev": -13.8,
  "total_charge": 1,
  "max_force_ev_per_a": 3.75,
  "multiplicity": 1
}

=====

{
  "formula": "C4H7N4O2",
  "method": "ωB97M-V with the def2-TZVPD basis set",
  "species": ["C", "C", "O", "O", "C", "N", "C", "N", "N", "N", "H", "H", "H", "H", "H", "H", "H"],
  "positions_angstrom": [[-0.83637, 1.52183, -2.03198], [-1.25675, 0.80313, -0.79391], [-1.79087, 1.33805, 0.14212], [-0.99388, -0.56196, -0.81065], [-0.78309, -1.09097, 0.45034], [0.58618, -0.77578, 0.92431], [0.97333, 0.30922, 1.53199], [2.30478, 0.20838, 1.76103], [2.69201, -0.92923, 1.30530], [1.66024, -1.54516, 0.79975], [-1.21908, 0.96341, -2.88068], [-1.23705, 2.51917, -2.02269], [0.24611, 1.53026, -2.10007], [-0.83830, -2.16851, 0.35922], [-1.50983, -0.77595, 1.18822], [0.32614, 1.12150, 1.79571], [1.67643, -2.46738, 0.38201]],
  "smiles": "CC(=O)OCn1cnn[nH+]1",
  "e_homo_ev": -15.1,
  "total_charge": 1,
  "max_force_ev_per_a": 1.72,
  "multiplicity": 1
}

=====

{
  "formula": "C4H7N5O",
  "method": "ωB97M-V with the def2-TZVPD basis set",
  "species": ["O", "C", "C", "N", "N", "N", "N", "C", "N", "C", "H", "H", "H", "H", "H", "H", "H"],
  "positions_angstrom": [[-0.47872, -2.10439, 0.28991], [-0.44052, -0.75591, 0.09005], [1.31050, -0.15550, -0.01041], [2.39955, -0.93472, -0.12931], [3.40433, -0.15229, 0.02121], [3.06928, 1.07765, 0.23718], [1.68252, 1.05301, 0.26457], [-1.22200, 0.19540, 1.04558], [-1.39019, 1.14161, -0.12130], [-1.16177, -0.05537, -1.07519], [-0.45537, -2.64366, -0.64100], [1.12206, 1.82021, 0.39816], [-2.21298, -0.40105, 1.32085], [-0.74543, 0.61260, 1.89073], [-2.33898, 1.68443, -0.31459], [-0.45394, 0.22103, -1.89877], [-2.08834, -0.60305, -1.36767]],
  "smiles": "OC1(c2nnn[nH]2)CNC1",
  "e_homo_ev": -10.1,
  "total_charge": 0,
  "max_force_ev_per_a": 5.15,
  "multiplicity": 1
}

=====

{
  "formula": "C4H7NO",
  "method": "ωB97M-V with the def2-TZVPD basis set",
  "species": ["C", "C", "C", "N", "C", "O", "H", "H", "H", "H", "H", "H", "H"],
  "positions_angstrom": [[1.18197, -0.71697, -1.20479], [0.24151, 0.24487, -0.52854], [-1.10994, -0.34048, -0.09299], [-0.09589, 0.01376, 0.85669], [-0.43131, 0.97424, 1.77931], [-1.52366, 0.98222, 2.30376], [2.18692, -0.68581, -0.78841], [1.25817, -0.55332, -2.28777], [0.76261, -1.70677, -1.05247], [0.47811, 1.30135, -0.74655], [-2.03453, 0.23200, -0.18006], [-1.29455, -1.42167, -0.05247], [0.37780, 1.68589, 2.01267]],
  "smiles": "C[C@H]1CN1C=O",
  "e_homo_ev": -9.7,
  "total_charge": 0,
  "max_force_ev_per_a": 1.16,
  "multiplicity": 1
}

=====

{
  "formula": "C4H7NO",
  "method": "ωB97M-V with the def2-TZVPD basis set",
  "species": ["C", "C", "N", "C", "C", "O", "H", "H", "H", "H", "H", "H", "H"],
  "positions_angstrom": [[-1.58683, -1.20202, -0.58456], [-0.22770, -0.72716, -0.19949], [0.59688, -0.13201, -0.96287], [1.50399, 0.64365, -0.13694], [0.63313, 1.37142, 0.89944], [-0.57088, 1.41628, 0.80280], [-2.21884, -1.21773, 0.31183], [-1.52309, -2.21009, -0.99596], [-2.04049, -0.52717, -1.31654], [0.01965, -0.85170, 0.87114], [2.34066, 0.08192, 0.30796], [1.95475, 1.45338, -0.72780], [1.11876, 1.90124, 1.73099]],
  "smiles": "C/C=N/CC=O",
  "e_homo_ev": -9.3,
  "total_charge": 0,
  "max_force_ev_per_a": 0.90,
  "multiplicity": 1
}

=====

{
  "formula": "C4H7NO",
  "method": "ωB97M-V with the def2-TZVPD basis set",
  "species": ["O", "C", "N", "C", "C", "C", "H", "H", "H", "H", "H", "H", "H"],
  "positions_angstrom": [[-1.34507, 0.80776, -1.87570], [-1.62286, 0.32215, -0.79807], [-0.77031, -0.47466, -0.00463], [0.56306, -0.74390, -0.66230], [1.20477, 0.20930, 0.32047], [-0.01879, 0.09502, 1.25484], [-2.62659, 0.42476, -0.34292], [0.84992, -1.79603, -0.56256], [0.68230, -0.42487, -1.70359], [2.21532, 0.04778, 0.67420], [1.09342, 1.20283, -0.12186], [-0.07526, 1.05103, 1.85344], [-0.14991, -0.72118, 1.96869]],
  "smiles": "O=CN1CCC1",
  "e_homo_ev": -9.6,
  "total_charge": 0,
  "max_force_ev_per_a": 1.94,
  "multiplicity": 1
}

=====

{
  "formula": "C4H7NO",
  "method": "ωB97M-V with the def2-TZVPD basis set",
  "species": ["O", "C", "C", "N", "C", "C", "H", "H", "H", "H", "H", "H", "H"],
  "positions_angstrom": [[0.05854, 1.81643, -2.52333], [-0.06367, 1.42677, -1.37654], [0.73944, 0.38123, -0.78479], [0.48840, -0.00972, 0.45595], [0.39214, -0.97251, 1.31838], [-0.64134, 0.06010, 1.38649], [-0.83827, 1.85809, -0.70225], [1.57800, -0.06174, -1.30577], [-0.27679, -1.62010, -1.02650], [1.01300, -1.67295, 1.84531], [-0.23067, -1.94508, -0.34003], [-1.61122, -0.09793, 0.90261], [-0.60756, 0.83741, 2.15046]],
  "e_homo_ev": [-8.2, -8.2],
  "total_charge": 0,
  "max_force_ev_per_a": 0.61,
  "multiplicity": 1
}

=====

{
  "formula": "C4H7NO",
  "method": "ωB97M-V with the def2-TZVPD basis set",
  "species": ["C", "C", "N", "C", "C", "O", "H", "H", "H", "H", "H", "H", "H"],
  "positions_angstrom": [[1.05069, 1.33217, 0.35261], [0.11786, 0.70537, -0.66494], [-1.26114, 0.37841, 0.06680], [-1.43470, -0.82670, 0.43202], [-0.35574, -1.81046, 0.01811], [-0.68397, -2.88659, -0.45922], [1.93883, 1.74026, -0.13996], [0.55449, 2.14208, 0.89537], [1.37405, 0.59807, 1.09736], [-0.18743, 1.45442, -1.40091], [0.62967, -0.03367, -1.28697], [-2.40123, -1.24343, 0.74441], [0.65862, -1.54995, 0.34532]],
  "smiles": "CC/N=C\\C=O",
  "e_homo_ev": -9.5,
  "total_charge": 0,
  "max_force_ev_per_a": 3.04,
  "multiplicity": 1
}

=====

{
  "formula": "C4H7NO",
  "method": "ωB97M-V with the def2-TZVPD basis set",
  "species": ["N", "C", "C", "C", "C", "O", "H", "H", "H", "H", "H", "H", "H"],
  "positions_angstrom": [[-0.79352, -2.26202, 1.30910], [-0.09842, -1.69854, 0.57479], [0.76917, -0.93686, -0.33194], [0.05315, 0.27063, -0.94432], [-0.50686, 1.23679, 0.12781], [0.09357, 1.11653, 1.40536], [1.62459, -0.58664, 0.25100], [1.13426, -1.61083, -1.11268], [0.76395, 0.78199, -1.60103], [-0.76506, -0.08010, -1.58454], [-0.33102, 2.27425, -0.17439], [-1.59076, 1.08361, 0.18790], [-0.35304, 0.41121, 1.89291]],
  "smiles": "N#CCCCO",
  "e_homo_ev": -10.7,
  "total_charge": 0,
  "max_force_ev_per_a": 1.11,
  "multiplicity": 1
}

=====

{
  "formula": "C4H7NO",
  "method": "ωB97M-V with the def2-TZVPD basis set",
  "species": ["C", "N", "C", "C", "C", "O", "H", "H", "H", "H", "H", "H", "H"],
  "positions_angstrom": [[0.04368, 1.74909, -0.49136], [1.08530, 1.14641, 0.33930], [0.42972, 0.33392, -0.67609], [-0.52204, -0.75644, -0.28052], [-0.15740, -1.76025, 0.71880], [-1.04444, -0.68942, 1.03711], [-0.92038, 1.94418, -0.02531], [0.38464, 2.50714, -1.19204], [0.67990, 0.94014, 1.25105], [1.06608, 0.07354, -1.52105], [-1.25460, -1.03362, -1.04178], [-0.61208, -2.75016, 0.68844], [0.82163, -1.70454, 1.19345]],
  "smiles": "C1N[C@H]1[C@H]1CO1",
  "e_homo_ev": -9.6,
  "total_charge": 0,
  "max_force_ev_per_a": 0.32,
  "multiplicity": 1
}

=====

{
  "formula": "C4H7NO",
  "method": "ωB97M-V with the def2-TZVPD basis set",
  "species": ["C", "O", "C", "C", "N", "C", "H", "H", "H", "H", "H", "H", "H"],
  "positions_angstrom": [[-1.19091, -0.71637, 0.10659], [-0.05134, -1.45009, -0.29274], [1.07443, -0.72898, 0.13774], [0.73761, 0.75609, -0.04095], [-0.39777, 1.20305, -1.29844], [-0.80400, 0.76198, -0.06080], [-1.45088, -0.92799, 1.15754], [-2.02385, -1.00816, -0.53811], [1.27595, -0.88961, 1.21074], [1.93500, -1.07205, -0.44154], [1.13811, 1.49981, 0.64738], [1.03440, 1.09979, -1.09847], [-1.26697, 1.46351, 0.65247]],
  "e_homo_ev": -8.5,
  "total_charge": 0,
  "max_force_ev_per_a": 0.37,
  "multiplicity": 1
}

=====

{
  "formula": "C4H7NO",
  "method": "ωB97M-V with the def2-TZVPD basis set",
  "species": ["C", "C", "C", "C", "N", "O", "H", "H", "H", "H", "H", "H", "H"],
  "positions_angstrom": [[2.03396, -0.16911, 0.20637], [-0.05640, 0.05810, 0.06020], [-0.81316, -1.26170, -0.21026], [-0.82254, 1.33297, 0.07836], [1.55357, -0.04025, -0.97305], [0.98485, -0.14365, 1.08406], [3.08726, -0.44076, 0.56935], [-0.06601, -2.03397, -0.28321], [-1.32041, -1.18657, -1.21904], [-1.52879, -1.21582, 0.67605], [-1.09771, 1.61218, -0.99196], [-0.26865, 2.33971, 0.42036], [-1.68597, 1.14885, 0.58277]],
  "e_homo_ev": -9.1,
  "total_charge": 0,
  "max_force_ev_per_a": 5.67,
  "multiplicity": 1
}

=====

{
  "formula": "C4H7NO",
  "method": "ωB97M-V with the def2-TZVPD basis set",
  "species": ["C", "C", "C", "N", "C", "O", "H", "H", "H", "H", "H", "H", "H"],
  "positions_angstrom": [[-1.70683, -0.35363, 0.44447], [-0.28757, -0.43462, -0.04297], [0.23450, 0.29800, -1.20585], [0.54047, 0.78528, 0.14520], [1.84103, 0.48915, 0.62442], [2.62851, -0.27742, 0.12715], [-1.74332, -0.53158, 1.52439], [-2.33200, -1.10741, -0.04605], [-2.11921, 0.63878, 0.24294], [0.24092, -1.36435, 0.16970], [1.05036, -0.15174, -1.76625], [-0.42205, 0.96317, -1.76346], [2.07519, 1.04638, 1.54631]],
  "smiles": "C[C@H]1CN1C=O",
  "e_homo_ev": -10.0,
  "total_charge": 0,
  "max_force_ev_per_a": 0.52,
  "multiplicity": 1
}

=====

{
  "formula": "C4H7NO",
  "method": "ωB97M-V with the def2-TZVPD basis set",
  "species": ["N", "C", "C", "C", "C", "O", "H", "H", "H", "H", "H", "H", "H"],
  "positions_angstrom": [[-1.82365, 1.91912, 0.59108], [-1.56176, 0.82760, 0.30750], [-1.09812, -0.55533, 0.14268], [0.13262, -0.71102, -0.75731], [1.20141, 0.27753, -0.28694], [1.28856, 0.26296, 1.13008], [-0.73610, -0.79572, 1.14514], [-1.92022, -1.22679, -0.11850], [0.48425, -1.74223, -0.63313], [-0.07518, -0.56841, -1.82520], [2.18199, 0.00516, -0.68932], [0.94249, 1.27878, -0.65321], [1.00815, 1.11906, 1.46902]],
  "smiles": "N#CCCCO",
  "e_homo_ev": -10.8,
  "total_charge": 0,
  "max_force_ev_per_a": 1.13,
  "multiplicity": 1
}

=====

{
  "formula": "C4H7NO",
  "method": "ωB97M-V with the def2-TZVPD basis set",
  "species": ["C", "C", "N", "C", "C", "O", "H", "H", "H", "H", "H", "H", "H"],
  "positions_angstrom": [[-1.07516, 1.46681, 0.78676], [-0.38801, 0.34602, 0.74710], [0.03806, -0.05403, -0.57630], [1.49137, -0.26986, -0.49191], [-0.81694, -1.15191, -0.71079], [-0.53379, -2.30545, -0.47814], [-0.90122, 2.14820, 1.59387], [-1.57221, 1.76910, -0.13406], [0.00336, -0.24102, 1.59435], [1.97959, 0.60479, -0.03031], [1.90207, -0.38295, -1.49563], [1.71532, -1.15769, 0.10538], [-1.84242, -0.77201, -0.91035]],
  "smiles": "C=CN(C)C=O",
  "e_homo_ev": -9.4,
  "total_charge": 0,
  "max_force_ev_per_a": 1.50,
  "multiplicity": 1
}

=====

{
  "formula": "C4H7NO",
  "method": "ωB97M-V with the def2-TZVPD basis set",
  "species": ["C", "C", "C", "O", "C", "N", "H", "H", "H", "H", "H", "H", "H"],
  "positions_angstrom": [[-0.91029, -0.90491, -0.06177], [0.07646, 0.25084, 0.18965], [1.41277, 0.00366, -0.44722], [0.22542, 0.51753, 1.52848], [-0.37124, 1.72387, -0.55528], [-1.53591, 1.67539, -0.46426], [-0.43425, -1.83025, 0.29549], [-1.86152, -0.77845, 0.46932], [-1.13184, -1.01445, -1.12564], [2.07601, 0.83376, -0.20464], [1.28089, -0.04533, -1.53128], [1.82033, -0.93737, -0.07649], [-0.64785, 0.52228, 1.94917]],
  "smiles": "CC(C)(O)C#N",
  "e_homo_ev": -11.0,
  "total_charge": 0,
  "max_force_ev_per_a": 2.37,
  "multiplicity": 1
}

=====

{
  "formula": "C4H7NO",
  "method": "ωB97M-V with the def2-TZVPD basis set",
  "species": ["C", "C", "N", "C", "C", "O", "H", "H", "H", "H", "H", "H", "H"],
  "positions_angstrom": [[1.54186, 1.07984, 0.22857], [0.26423, 0.79642, -0.56640], [0.23088, -0.62850, -0.85538], [-0.61459, -1.42223, -0.34424], [-1.76960, -1.13217, 0.56966], [-2.38326, -2.04135, 1.07957], [1.89087, 2.10388, 0.07410], [2.32605, 0.39284, -0.10136], [1.38611, 0.92445, 1.30062], [-0.61517, 1.18683, -0.03590], [0.31314, 1.30789, -1.53384], [-0.51643, -2.48792, -0.56980], [-2.05408, -0.07998, 0.75439]],
  "smiles": "CC/N=C\\C=O",
  "e_homo_ev": -9.6,
  "total_charge": 0,
  "max_force_ev_per_a": 0.50,
  "multiplicity": 1
}

=====

{
  "formula": "C4H7NO",
  "method": "ωB97M-V with the def2-TZVPD basis set",
  "species": ["O", "C", "C", "C", "N", "C", "H", "H", "H", "H", "H", "H", "H"],
  "positions_angstrom": [[-1.39078, 0.05285, 1.44948], [-0.84259, -0.45945, 0.25641], [-0.48723, 0.40392, -0.93600], [0.78577, 0.08070, -1.19606], [1.51254, -0.49262, -0.11194], [0.54465, -1.08600, 0.47382], [-0.86894, 0.81938, 1.72312], [-1.56420, -1.20410, -0.09323], [0.42551, 1.65747, 0.39486], [-1.19032, 0.90159, -1.58512], [1.33289, -0.01320, -2.11564], [1.01135, 1.36327, 0.76867], [0.73134, -2.02380, 0.97163]],
  "e_homo_ev": -9.1,
  "total_charge": 0,
  "max_force_ev_per_a": 2.04,
  "multiplicity": 1
}

=====

no.,calculated total energy (Eh)
1,-375.291158
2,-525.802943
3,-505.496210
4,-286.554573
5,-286.547307
6,-286.541973
7,-286.423723
8,-286.540618
9,-286.589927
10,-286.523547
11,-286.451651
12,-286.494118
13,-286.564408
14,-286.589696
15,-286.528272
16,-286.527778
17,-286.562172
18,-286.465601